{
  "formula": "C16H36BCs2O8S4",
  "method": "ωB97M-V/def2-TZVPD",
  "symbols": ["Cs", "Cs", "B", "H", "H", "H", "H", "C", "C", "C", "S", "O", "O", "C", "H", "H", "H", "H", "H", "H", "H", "H", "C", "C", "C", "S", "O", "O", "C", "H", "H", "H", "H", "H", "H", "H", "H", "C", "C", "C", "S", "O", "O", "C", "H", "H", "H", "H", "H", "H", "H", "H", "C", "C", "C", "S", "O", "O", "C", "H", "H", "H", "H", "H", "H", "H", "H"],
  "coordinates": [[-2.97943, -2.15290, -1.86482], [-2.09781, 1.91344, -2.83064], [-0.68495, 0.15633, -0.71610], [-1.82409, -0.09009, -0.53672], [0.01584, -0.42317, 0.07241], [-0.34904, -0.19061, -1.79529], [-0.58808, 1.34777, -0.61396], [-0.45154, -4.78690, -4.10089], [-0.04111, -3.29619, -4.20109], [0.67108, -2.83689, -2.90430], [0.64718, -4.25682, -1.78790], [-0.54091, -4.14601, -0.96667], [1.91374, -4.49255, -1.17422], [0.40444, -5.47629, -3.08011], [-0.45814, -5.21223, -5.10605], [-1.51346, -4.84841, -3.84077], [-1.00263, -2.80094, -4.34701], [0.60518, -3.05832, -5.03947], [0.34520, -1.91458, -2.42535], [1.70323, -2.66548, -3.21369], [0.03871, -6.41470, -2.67315], [1.42726, -5.63853, -3.42924], [0.65466, 3.56550, 1.72177], [1.94326, 3.81578, 0.92551], [1.51628, 3.81354, -0.53327], [0.08780, 4.87773, -0.53169], [-0.90488, 4.42658, -1.47946], [0.54441, 6.22899, -0.54884], [-0.45191, 4.44450, 1.12532], [0.79643, 3.73630, 2.78853], [0.34928, 2.51906, 1.64419], [2.65883, 3.02053, 1.14072], [2.43203, 4.73556, 1.24886], [1.16508, 2.79861, -0.75276], [2.26450, 4.06467, -1.27947], [-1.40085, 3.92046, 1.02410], [-0.65388, 5.37660, 1.65102], [2.60173, -1.01875, 0.87843], [3.73644, -1.19356, -0.16760], [5.07467, -1.48380, 0.49073], [4.66595, -2.06258, 2.14476], [5.62618, -1.60772, 3.11550], [4.29565, -3.44753, 2.05703], [3.20559, -1.02684, 2.26976], [1.94335, -1.88561, 0.80910], [2.00837, -0.12762, 0.70440], [3.80464, -0.40669, -0.92061], [3.46411, -2.06306, -0.77388], [5.68140, -0.60146, 0.69688], [5.65122, -2.26221, 0.00068], [3.61199, -0.05278, 2.54741], [2.58132, -1.41919, 3.06810], [-4.88658, 2.07960, 3.05057], [-3.35151, 1.93722, 2.85956], [-3.07143, 0.80513, 1.88602], [-4.44184, 0.80047, 0.76658], [-4.64567, -0.53313, 0.25457], [-4.29309, 1.86909, -0.18911], [-5.65040, 1.29092, 1.98307], [-5.13693, 3.13738, 3.00333], [-5.19793, 1.72050, 4.02842], [-2.86986, 1.78884, 3.82349], [-2.95501, 2.87575, 2.47212], [-3.06948, -0.15985, 2.39930], [-2.14028, 0.84323, 1.32067], [-6.02520, 0.35315, 2.39481], [-6.45911, 1.79076, 1.45639]],
  "forces_ev_per_a": [[0.076, -0.328, 0.394], [-0.162, 0.602, 0.109], [0.680, -0.055, 0.771], [-0.995, -0.217, 0.064], [-0.191, -0.019, 0.158], [0.127, -0.159, -1.170], [0.225, 0.495, 0.117], [-0.578, 0.150, -0.762], [-0.902, 0.184, 0.707], [0.659, -0.367, -0.825], [-0.147, 0.065, -0.275], [-0.386, 0.133, -0.190], [0.286, 0.213, 0.328], [0.625, 0.011, -0.025], [0.480, -0.304, 0.160], [0.124, 0.023, 0.403], [0.245, 0.573, -0.180], [-0.102, -0.231, -0.168], [-0.306, -0.257, 0.167], [0.167, -0.119, 0.525], [-0.174, 0.099, 0.145], [-0.072, -0.073, -0.144], [-0.123, -0.005, 0.276], [0.313, -0.286, 0.509], [0.024, -0.861, 0.125], [0.369, -0.545, 0.403], [-0.281, -0.189, -0.560], [-0.028, 0.666, -0.155], [-0.349, -0.056, 0.109], [-0.005, 0.243, -0.045], [0.122, -0.006, -0.251], [-0.011, -0.040, -0.193], [-0.171, 0.184, -0.245], [-0.148, 0.121, -0.106], [-0.079, 0.497, 0.057], [0.030, -0.061, -0.079], [0.277, 0.052, 0.011], [0.053, -0.335, 0.124], [-0.355, -0.705, -0.885], [0.107, 0.217, 0.701], [-0.126, 0.412, -0.095], [0.125, -0.237, -0.077], [-0.134, -0.171, 0.095], [0.493, 0.150, 0.014], [-0.132, 0.158, -0.130], [-0.008, 0.035, -0.001], [0.050, 0.380, 0.419], [0.090, -0.071, 0.128], [0.057, 0.023, -0.332], [0.116, 0.057, -0.011], [-0.109, 0.007, 0.129], [-0.088, 0.018, -0.033], [-0.092, 0.410, -0.028], [-0.029, 0.396, -0.060], [0.384, -0.386, 0.512], [0.501, 0.177, 0.555], [-0.271, -0.476, -0.373], [0.155, 0.354, -0.515], [-0.009, -0.706, -0.075], [-0.130, -0.038, 0.013], [0.057, -0.007, 0.023], [0.073, -0.199, -0.064], [-0.021, -0.033, -0.106], [-0.210, -0.037, -0.088], [-0.105, 0.266, -0.039], [-0.098, 0.013, -0.063], [0.039, 0.192, 0.094]],
  "gap_ev": 8.5,
  "e_lumo_ev": -3.12,
  "charge": 1,
  "e_homo_ev": -11.62,
  "max_force_ev_per_a": 1.19,
  "e_tot_ev": -78662.804
}